Formula: H4O2Rb
Source: OMol25
Level of theory: ωB97M-V with the def2-TZVPD basis set

ORCA input file:
```
! wB97M-V def2-TZVPD RIJCOSX def2/J DEFGRID3
* xyz 1 1
Rb 0.730 -1.637 0.637
O 0.655 0.361 -0.274
H 0.242 0.605 -1.103
H 1.550 0.695 -0.345
O -1.025 -0.223 0.686
H -0.322 0.128 0.139
H -1.830 0.072 0.259
*
```

As for the LUMO energy: -4.16 eV. For the energy relative to the best compared isomer or geometry (same formula, charge and spin), the calculation gives 106.1 kcal per mole. The calculation puts the total energy at -4805.9826 eV. Its frontier orbital gap is 11.423 eV.

These are the Mulliken partial charges, in e, on atoms 1 to 6: number 1, Rb, carries 0.97; number 2, O, carries -0.76; number 3, H, carries 0.34; number 4, H, carries 0.39; number 5, O, carries -0.86; number 6, H, carries 0.67